# 1
DFT (ωB97M-V with the def2-TZVPD basis set) results for a 2-piece molecular cluster, C59H49N2O2Si overall.

Atoms and positions in Å:
C -2.84356 -0.84812 -3.89636
C -2.18692 7.86074 -0.36403
H -2.52889 1.67307 -1.61697
H 3.96704 3.21599 5.63392
H -3.68349 4.54896 1.05472
C -1.51948 -4.75599 -3.83042
H 2.92143 -2.34528 -1.13320
C -3.62319 6.71692 1.22892
C -0.05994 -2.80724 -1.39389
C 7.92351 -0.91432 3.96319
H 2.36449 -2.71035 0.50345
C 1.54269 0.02595 2.31585
C -0.32992 0.95657 0.93549
C 0.39586 -0.14248 1.46796
C -1.58714 3.49931 -4.66940
H -1.25762 -3.45285 -5.53568
N -2.08803 4.21384 -1.05419
C -0.51327 -5.44047 -5.93630
H -1.31115 6.59848 -1.91244
H -1.72251 8.76873 -0.74688
H -5.23688 -4.03343 1.27804
H 0.94671 -1.48078 3.75317
C 8.12776 1.45698 3.53762
C 4.76002 2.31407 8.84845
C 3.63187 1.17737 2.83741
H -3.26048 8.84734 1.24255
C -1.10936 -4.45645 -5.13647
H -1.70526 -6.32873 -2.35558
C 1.68009 -0.70265 3.53062
Si -2.33127 -3.45393 -2.80598
N 4.74298 0.76829 4.95843
C -4.15357 -2.67586 -4.77904
C -3.83230 4.35903 -4.31696
H -5.54970 -2.18492 -6.35104
C 2.06609 -2.72574 -0.55273
C -3.48335 0.03146 -4.77783
H 0.13063 -7.50699 -6.07100
H -4.33927 6.74511 2.05441
C -3.15800 -2.21479 -3.90490
C -0.88387 3.35257 0.86441
C -3.04283 7.89843 0.74964
C -3.90857 -3.81065 -0.41585
C -4.22967 -5.39944 -2.20436
C -2.42593 5.45547 -0.45348
C -1.64541 3.13740 -0.29967
H 9.68963 0.02132 3.14061
H -0.05939 -1.13428 1.40546
C -0.34439 -6.74150 -5.45040
C -1.92675 6.64832 -1.00771
C -1.25110 0.75814 -0.14370
H -0.68956 -8.06644 -3.76726
H -5.77448 -6.87774 -1.92892
O -1.22025 -2.46886 -1.90391
C -3.55528 -4.28141 -1.68796
C -4.95396 -4.41950 0.29668
C -2.34345 4.03728 -2.43584
C -3.27726 5.48809 0.66202
C 8.67805 0.17410 3.51717
H -3.37238 -2.96957 0.02491
C -1.37934 3.45369 -3.28549
C -5.63914 -5.51907 -0.23756
H 8.68810 2.30737 3.15484
H -4.82906 4.58897 -4.69593
C 2.64218 -0.34695 4.45855
H -0.80385 3.12052 -5.33316
H -0.48375 2.97900 -2.85686
C -2.78453 4.02640 -5.18194
H 4.46196 1.82549 2.55865
C 6.84174 1.66354 4.05456
H 6.00383 -1.56084 4.77033
O 0.32142 -4.07707 -1.45243
H -4.37224 4.73243 -2.23685
H 0.68552 -0.89773 -0.76138
C 6.07204 0.56869 4.46612
H -6.45196 -5.99371 0.32315
H 8.34030 -1.91894 3.94533
H 2.51779 1.48019 1.02977
C 1.70391 -4.14086 -0.98279
H 4.27539 4.21598 7.91361
C -5.26797 -6.01431 -1.49316
C 4.88296 0.93347 8.65826
C -4.78692 -1.80155 -5.66949
C -0.78872 -7.05412 -4.16089
C 4.82802 0.40143 7.36765
C 2.57311 0.94821 1.97729
H -3.22937 1.09349 -4.75235
H -1.46295 -0.25343 -0.50810
C -4.44377 -0.44305 -5.68141
H -0.18133 -5.18114 -6.94240
H -0.81900 4.35398 1.28931
C 4.41853 3.14418 7.77291
C 3.64318 0.57813 4.10712
C -1.36321 -6.06408 -3.35587
H 6.40647 2.66334 4.12373
H -4.92309 0.24578 -6.38463
H 4.91503 2.74270 9.84004
C -3.59419 4.42115 -2.94239
C 4.26561 2.60495 6.49445
H -4.44426 -3.72925 -4.77552
C 0.84040 -1.96641 -0.78412
H 5.04708 0.26469 9.50233
H 4.97916 -0.66369 7.17259
H 2.70015 -0.83158 5.43894
H 2.33888 -4.47794 -1.81189
H -2.09467 -0.45684 -3.20558
C 6.61725 -0.72225 4.42870
H 1.76794 -4.83099 -0.13678
H -2.91622 4.15224 -6.25917
C 4.57368 1.25013 6.28363
C -0.19136 2.30032 1.43060
H 0.45145 2.48352 2.29249
C -1.86399 1.82637 -0.76373
H -3.93796 -5.82308 -3.16791

Results
total charge = +1
ΔE to the lowest compared entry with this formula, charge and spin = 3.1 kcal/mol
gap between HOMO and LUMO = 5.30 eV

=====

# 2
DFT (ωB97M-V with the def2-TZVPD basis set) results for C37H39BrN8O3S2V as an isolated structure.

Atoms and positions in Å:
N -3.15516 3.31074 -0.50366
H -3.94191 5.57474 -2.96239
C -3.26531 4.64320 -1.13579
C 0.96057 -1.00155 -3.51842
C 2.77204 -1.09549 -2.10279
H -4.49123 3.14430 2.65010
S 1.86419 -3.86022 0.68441
H -2.99870 -5.99463 -1.33981
C -0.64993 -0.75267 5.73321
C 0.09439 -5.82829 0.07057
H -1.20266 -7.44961 -0.39795
C 4.50033 -0.32172 1.63944
H 2.50264 0.29070 2.14573
H 6.34309 -1.01245 0.81133
H -2.28555 5.10384 -1.16035
C 2.10277 2.57466 -3.07409
C 3.36193 -0.82363 -0.79778
N 1.46990 -0.79475 -2.31411
C 0.34409 -4.42575 0.07987
H 0.10282 0.01607 5.91189
C -3.85574 4.57085 -2.53782
H -2.78500 3.00702 2.17774
H -5.08947 3.48580 0.20853
H -3.90499 5.23995 -0.48726
C -1.35256 0.35998 3.75127
C -0.71021 -3.61997 -0.47071
C 3.15006 -0.08596 1.36691
V 0.16195 0.24651 -0.13956
C -1.79376 -1.74416 2.72857
C -3.74765 3.44758 1.90813
N -1.20688 3.05147 -1.63264
H -2.64440 -1.32156 2.18666
C -2.08093 -5.56073 -0.95969
O 0.02125 -1.40277 0.29599
S -2.03757 1.02815 0.10970
H -3.13125 -1.59664 5.77871
C -4.17021 2.98873 0.51460
C 0.85487 3.15443 -2.84009
C 1.69525 -1.52422 -4.58558
C -2.79992 -1.19813 4.81780
C 3.00284 -1.84847 -4.37744
C -1.06760 -6.37210 -0.42327
H -4.35711 1.91976 0.50026
H 6.55366 -1.88972 -1.47705
N -1.80555 -0.14065 5.05719
H -0.60249 1.13539 3.90596
C 4.72285 -1.10730 -0.60540
O -1.33143 -1.54592 -1.42825
C 3.57877 -1.63764 -3.11563
H -2.65528 -3.54931 -1.38024
C 0.36066 -1.28969 3.64033
H -3.65843 -0.76653 4.29926
C 0.52205 4.36833 -3.43503
H 5.55245 -2.37066 -3.66272
H -0.97876 -1.15468 6.69299
C 2.68100 4.42490 -4.49284
H -4.85255 4.11994 -2.51889
H 0.86854 -6.47019 0.47333
H 3.98604 2.76565 -4.08289
C -0.08958 2.49688 -1.92445
H 0.80103 -2.08117 3.02969
C 4.95936 -1.93824 -2.86239
C -2.10043 2.53406 -0.72242
H 3.61255 -2.25793 -5.17696
C 1.43541 5.00029 -4.25994
H 4.89338 -0.10087 2.62415
C -1.88819 -4.20572 -0.98326
C -0.69928 -2.16798 -0.57760
H -0.45208 4.80126 -3.24159
H -1.40738 -3.26320 5.66344
C 5.28784 -0.82423 0.64710
H -0.66150 -3.65224 4.09985
C 3.01533 3.21288 -3.90210
O 0.30858 1.35728 -1.39763
Br 0.79317 2.01107 1.42309
H 3.39789 4.93014 -5.12998
H -2.20566 0.79734 3.22511
H -3.21530 3.96831 -3.18574
H -0.08593 -0.76285 -3.64294
H 2.35168 1.63419 -2.60220
N -2.26043 -2.29696 4.00756
H 1.10703 -0.50937 3.80808
N 2.59355 -0.30727 0.19485
H -1.36346 -2.55515 2.13960
N -0.05103 -1.83494 4.94469
N -0.77401 -0.69853 2.91151
C 5.50599 -1.67700 -1.66681
H 1.22621 -1.65626 -5.55080
H -3.65032 4.53708 1.94426
H 1.18126 5.94690 -4.72213
C -1.08647 -2.85268 4.70559

Results
multiplicity = 2
gap between HOMO and LUMO (spin up / spin down) = 4.58 / 4.78 eV
<S²> = 0.767

=====

# 3
DFT (ωB97M-V with the def2-TZVPD basis set) results for C30H48N10O2SSiV as an isolated structure.

Atoms and positions in Å:
H 2.69968 -1.55299 -2.80476
C 1.76818 0.93221 4.83684
H 1.63838 -0.15359 -2.55466
C 1.65708 -4.24729 -1.96966
H -3.31862 -1.97119 -0.79516
C -2.79562 -1.88129 0.15024
C -2.71022 0.71461 -2.14756
S 3.22298 0.72841 -0.14166
H 4.99158 -4.80159 2.23324
H -3.10142 -2.72039 0.77974
H -3.40792 3.75651 2.26314
H 0.13868 -1.88859 1.63204
C 0.77528 -3.36849 0.16534
C -4.62662 -0.48089 1.00744
H 7.17358 -4.81569 1.14064
N 2.12058 0.75721 2.36304
H 7.35928 -4.67469 -1.34276
N 3.91638 0.71291 3.63384
H -3.63322 2.02461 2.45234
C 2.62638 0.79331 3.64274
H 1.08738 0.08721 4.93974
H -4.26812 0.14051 -3.52756
H -5.05702 3.66261 0.52804
H 2.40648 0.97921 5.71264
H 0.66218 5.78591 0.33294
N 0.68058 -1.19629 -0.32376
H 1.20278 -5.18339 -1.61856
H -2.00312 2.69271 2.26944
C -4.63622 2.76811 0.06494
C 3.19458 0.70171 1.49854
N 4.26918 0.64971 2.32864
C 1.19808 4.55701 -1.41756
C 0.47338 -2.13759 0.64574
C -4.12042 0.20181 -2.44726
H 0.68138 -4.34379 0.59284
C 3.86028 -4.61509 0.44624
H -2.63522 0.27021 2.80864
C -3.03982 2.77871 1.94624
C 6.40638 -4.65999 -0.84206
C -2.46542 3.91041 -0.13126
H -5.13082 -0.30709 0.06474
N 0.78218 0.87881 2.01084
C 1.15808 -1.84169 -1.37276
H -4.87772 0.86791 -2.04586
H -1.90412 -0.42249 -3.80256
C 5.03908 -4.72459 1.15664
H -4.90062 0.30221 1.70644
H -5.20422 1.91751 0.41704
N 3.08558 -4.36379 -1.96976
H 0.21518 0.31041 2.64364
N 1.20168 -3.18419 -1.12106
H 2.32918 5.20481 0.35624
H -3.03792 4.79551 0.15664
Si -2.24392 0.96171 -0.20336
O 0.75478 2.27011 -2.25836
H -3.29712 2.74341 -2.69106
N 0.55798 2.72441 -0.08046
H -4.77702 2.86021 -1.00656
H -1.46802 4.01081 0.28554
H -1.44462 -0.85219 2.16654
H 1.07418 -1.54839 -3.49306
N 3.77278 -4.30659 -3.13496
H -4.28722 -0.78929 -2.03926
H 0.38648 5.08191 -1.92426
H -0.69922 0.16621 -2.65396
H 1.18138 1.84821 4.76344
C 0.84178 3.70241 0.78454
C -2.50622 -0.64329 2.23994
C 1.66708 -1.24219 -2.63016
C 1.31008 4.95401 0.05324
H 1.35798 -4.07239 -3.00756
H -1.71282 -1.22979 -2.24536
H 2.91078 -4.60749 0.95564
H -2.97252 -1.45899 2.79514
N 5.01508 -4.41629 -2.91996
C -1.69582 -0.26439 -2.74326
H -5.00032 -1.42409 1.41184
H -2.38882 3.90321 -1.21216
H -1.54952 2.43921 -2.76436
H 0.50548 1.88671 2.13734
C -3.10982 -0.55179 0.83604
C 3.96718 -4.51379 -0.93436
C 0.82988 3.08031 -1.34596
H 5.23558 0.60941 2.05424
H -1.73062 -1.96649 -0.03676
O 0.74038 3.58261 2.00974
C -2.53362 2.01221 -2.93876
H 2.10888 4.71071 -1.99306
H -2.61542 1.80531 -4.00746
V 0.30188 0.81241 -0.14996
C -3.15102 2.65701 0.42394
C 6.28778 -4.73999 0.52704
C 5.22888 -4.54129 -1.58116

Results
multiplicity = 2
gap between HOMO and LUMO (spin up / spin down) = 6.60 / 6.07 eV
<S²> = 0.756

=====

# 4
DFT (ωB97M-V with the def2-TZVPD basis set) results for a 8-piece molecular cluster, C46H39N2O14 overall.

Atoms and positions in Å:
H -2.71021 -2.24080 0.44584
H 1.00957 -0.33703 4.23815
C -5.12630 -6.02856 -2.00653
H 6.32649 -3.75057 6.23590
C -4.70728 -4.84048 -2.78237
H 5.80981 -5.43926 2.89308
O 3.37279 -5.81696 3.68261
C 5.69736 -2.78353 4.37660
C 6.10529 4.96328 -2.81918
O 6.83932 -2.61239 3.96489
H 1.82150 -0.05048 2.78680
C -1.84473 -1.55751 0.49396
C 4.21159 -3.63246 6.13536
C 5.45028 -3.43859 5.67952
C 0.54388 3.69859 -0.26786
H 2.39787 -2.22933 3.49147
H -8.34510 3.53021 -2.00245
C 3.27411 -2.54232 4.05611
C -6.94328 1.89176 -1.62012
O 7.06837 -9.60227 3.90437
O -0.65010 9.88440 -6.37328
O 0.29657 5.09093 -2.15146
H -6.01226 -6.67809 -0.11467
C -5.71153 -5.79767 -0.66783
C 4.73925 4.53488 -3.19461
C -8.18593 2.47372 -2.17772
H -0.68597 8.65221 -4.09085
C -2.30788 3.54078 -0.28998
C -8.81108 0.28239 -3.08167
C 1.93688 6.86697 -5.45042
C 4.83619 -8.98360 4.31321
N 0.96540 -0.36704 3.21246
C -0.04611 2.95691 0.67321
C 0.91445 7.32106 -4.48130
O 3.76873 2.84878 -0.22717
O -6.15313 2.57275 -1.00276
C -7.56991 -0.29754 -2.52351
O 2.70709 5.96932 -5.17984
C -0.24589 4.41323 -1.28830
C 0.11853 8.98555 -6.09751
N 0.55361 -1.60070 2.70877
C -6.70153 0.44917 -1.84354
C -5.43707 -3.37868 -0.95528
C 4.52233 -2.35048 3.60549
H 4.01453 -4.11368 7.08616
H 4.62795 -9.97553 4.69380
C -1.67155 -0.86842 1.86693
H 7.54953 -7.21836 2.99979
H -2.87550 0.21554 3.30210
C 5.82949 3.90697 -0.62356
H 7.59444 4.91775 -1.21431
H -3.70206 -0.07990 1.71243
H 0.51761 2.42242 1.42979
C 3.02785 -3.19991 5.35867
C -1.71596 4.28083 -1.23003
C 0.06933 8.30583 -4.78444
C 6.59262 4.59613 -1.46963
O 1.90162 -3.38387 5.78397
H -3.38465 3.43149 -0.23263
C -1.51599 2.82332 0.73205
C 6.53212 -7.38425 3.33007
H 2.74292 7.20013 -7.45892
C 3.90445 -8.03257 4.25672
H -6.27960 -4.37698 0.79856
O -2.05034 2.14630 1.58855
C -0.88322 -1.70944 2.91400
C 1.98739 7.54667 -6.76508
H 2.88701 -8.19763 4.58792
C 4.46251 3.47878 -0.99906
O -4.99410 -7.15102 -2.45248
C 6.22031 -8.73207 3.85348
C -3.07474 -0.51367 2.50586
H -0.91056 -2.05684 0.19937
H 2.97347 3.52562 -2.60392
H -4.28117 -5.02897 -3.75939
C 4.21655 -6.68415 3.73228
H -1.12655 0.06579 1.70805
H 1.16272 9.03897 -8.02155
C 5.60090 -6.43220 3.27285
O 6.80327 5.59384 -3.58783
C 1.14217 8.53043 -7.06602
H 1.61805 3.80686 -0.32619
H -9.96622 2.13284 -3.27367
C -4.85070 -3.60898 -2.29357
C -5.85495 -4.56603 -0.17902
C 3.97573 3.84587 -2.34781
H 4.72351 -1.87083 2.65566
H 4.39944 4.81109 -4.18275
H 0.89194 6.81152 -3.52531
H -2.27936 4.81349 -1.98645
H -4.54825 -2.72817 -2.84616
H -1.15652 -2.77963 2.91182
H -7.41053 -1.35406 -2.69706
C -9.05319 1.72617 -2.85761
H -3.50412 -1.44320 2.90707
H -2.01349 -0.76370 -0.26153
H -1.16012 -1.30584 3.92110
O -5.57132 -2.25590 -0.51064
H 6.16746 3.62952 0.36693
H -5.78985 0.03951 -1.42665
O -9.60423 -0.39842 -3.70031

Results
total charge = -1
gap between HOMO and LUMO = 1.63 eV

=====

| no. | maximum force (eV/Å) | molar mass (g/mol) |
| --- | --- | --- |
| 1 | 2.685 | 846.1 |
| 2 | 4.271 | 838.8 |
| 3 | 1.501 | 691.9 |
| 4 | 1.674 | 843.8 |